No. 1
The following is a quantum chemistry calculation of a structure of composition C13H25IN3O2RhSe2 at a distorted geometry, from the OMol25 dataset.

```
47
Properties=species:S:1:pos:R:3:forces:R:3
Rh 0.6371 -0.7256 0.5183 1.986 0.067 1.971
O 4.2928 1.7467 -2.0663 0.167 0.095 -0.011
C 3.1110 2.0573 -1.3465 -0.235 0.099 0.048
C 3.4837 2.3529 0.1033 0.267 0.037 -0.175
C 4.4561 3.5552 0.0897 -0.050 -0.087 -0.077
O 4.9475 3.9239 1.3659 0.054 0.003 0.089
C 4.2081 1.1782 0.7497 -0.333 0.035 0.273
Se 3.3757 -0.5875 0.6657 -1.572 -0.512 -0.263
C 2.2566 2.7612 0.9040 -0.021 -0.320 0.320
Se 0.6443 1.6445 0.8285 -0.277 0.328 -0.760
H 4.0538 1.4540 -2.9479 -0.045 -0.068 -0.014
H 2.4031 1.2257 -1.3718 0.069 -0.005 -0.013
H 2.6089 2.9379 -1.7743 0.043 0.000 0.015
H 3.9622 4.4050 -0.4012 0.019 -0.014 0.012
H 5.3307 3.2837 -0.4988 -0.019 0.051 -0.009
H 4.2216 4.2459 1.9074 -0.044 0.023 -0.020
H 4.3775 1.3908 1.8028 0.070 0.109 -0.042
H 5.1744 1.0463 0.2649 -0.037 -0.137 -0.051
H 1.9035 3.7377 0.5681 -0.091 -0.043 -0.039
H 2.5087 2.8315 1.9637 0.095 0.043 -0.041
C -3.1992 -3.7484 -0.5100 0.026 0.098 -0.123
C -1.9557 -3.3998 -1.3110 -0.100 0.001 -0.075
N -1.5496 -2.0390 -1.0048 -0.070 -0.086 0.065
C -2.3129 -1.1779 -0.2745 -0.049 0.207 -0.195
N -1.7031 -0.2023 0.3343 0.826 -0.768 -0.168
C -2.5037 0.7884 1.0257 0.047 0.014 0.060
C -3.8566 0.9652 0.3503 0.116 -0.189 0.054
C -4.5517 -0.3831 0.2890 0.016 0.088 0.030
N -3.6609 -1.3641 -0.3065 0.050 -0.023 0.159
C -4.2226 -2.6426 -0.7135 0.074 -0.063 -0.075
H -2.9395 -3.8190 0.5490 -0.038 -0.014 0.016
H -3.6028 -4.7067 -0.8355 -0.014 0.000 0.006
H -2.1667 -3.4921 -2.3819 0.017 -0.063 0.028
H -1.1457 -4.0900 -1.0708 0.035 0.035 -0.009
H -0.5605 -1.8181 -0.8714 -0.198 -0.422 -0.304
H -1.9577 1.7326 1.0249 -0.046 -0.032 0.057
H -2.6411 0.4889 2.0723 -0.011 0.061 0.019
H -3.6997 1.3405 -0.6633 -0.048 0.056 0.005
H -4.4710 1.6773 0.9008 -0.006 0.025 -0.033
H -5.4512 -0.3242 -0.3289 -0.018 -0.041 0.039
H -4.8470 -0.7052 1.2957 -0.064 0.020 -0.027
H -4.5295 -2.6079 -1.7662 -0.064 -0.026 0.034
H -5.1121 -2.8304 -0.1087 -0.003 0.047 -0.011
I 0.1697 -2.8068 2.2388 0.270 0.402 -0.686
C 1.3110 -2.7631 0.3796 -0.821 0.703 0.007
H 0.8752 -3.5044 -0.2869 -0.042 0.044 -0.050
H 2.3274 -3.0331 0.6484 0.066 0.226 -0.034
```
Forces are in eV/Å.

As for the orbital gap (alpha / beta): 5.67 / 6.14 eV. The energy comes out at -6036.12525 hartree. As for the molar mass: 643.09 g/mol. The calculation puts the energy above the lowest of the compared OMol25 structures with the same formula, charge and spin at 173.77 kJ/mol. For the lowest unoccupied orbital energy (alpha / beta), the calculation gives -1.43 / -1.12 eV. The max |F| is 2.8 eV/Å.

These are the Löwdin partial charges, in e, on atoms 1 to 2: atom 1 (Rh): 0.164, atom 2 (O): -0.055

***

No. 2
The following is a quantum chemistry calculation of a cluster of 2 separate species, C3H9NOP in total at a distorted geometry, from the OMol25 dataset.

```
15
Properties=species:S:1:pos:R:3:forces:R:3
C -0.8479 1.5582 1.7507 2.084 0.111 -0.042
C -0.9733 0.4720 1.0429 1.136 -0.761 -3.356
C 0.1635 -0.0258 0.1223 2.791 0.568 4.153
N 0.3389 0.4760 -1.2443 -3.547 -4.856 -0.175
O 1.2474 -1.8916 -1.2577 -1.689 -0.307 0.958
P 0.2124 -1.9484 0.1256 0.401 1.366 -0.969
H -1.6324 1.8717 2.3091 -2.366 1.108 1.627
H 0.0835 2.1217 1.8897 -0.278 -0.433 -0.299
H -1.9048 -0.0577 0.8193 0.015 0.242 0.670
H 1.5756 0.6324 0.8141 -3.547 -2.072 -1.729
H -0.5408 0.3919 -1.7561 -0.602 0.465 0.059
H 0.8385 -0.2854 -1.7145 1.518 0.198 -0.267
H 0.6400 1.3513 -1.3299 2.078 4.536 -0.432
H 1.9296 -2.5270 -1.0859 0.872 -0.571 -0.271
H -1.1301 -2.1394 -0.4852 1.132 0.407 0.073
```
Forces are in eV/Å.

As for the orbital gap: 10.36 eV. As for the charge: +1. The energy comes out at -590.66941 hartree. As for the molar mass: 106.08 g/mol. The calculation puts the energy above the lowest of the compared OMol25 structures with the same formula, charge and spin at 286.40 kJ/mol. For the lowest unoccupied orbital energy, the calculation gives -4.01 eV. The max |F| is 6.0 eV/Å.

These are the Löwdin partial charges, in e, on atoms 1 to 2: atom 1 (C): 0.041, atom 2 (C): -0.218

***

max |F| of number 1 (C13H25IN3O2RhSe2)?
2.8 eV/Å

***

Which of these has the highest energy?
C3H9NOP

***

Which of these has the highest max |F|?
C3H9NOP

***

The highest max |F| belongs to which entry?
C3H9NOP